ORCA calculation (ωB97M-V with the def2-TZVPD basis set) on a molecular structure, C17H18BBaN7O2S2 in a non-equilibrium geometry.

Computed properties:
- strongest force on any atom (Eh/bohr) = 0.09597
- relative energy (zero: lowest compared OMol25 entry of this formula, charge and spin) (eV) = 0.0000
- orbital gap (eV) = 8.121

Positions of all 48 atoms, in Å:
H 0.363 3.229 0.198
N 0.538 1.844 -1.398
B 0.995 0.736 -3.628
N 0.961 1.983 -2.712
C 1.269 3.269 -2.971
Ba -0.625 -0.275 -0.023
H 1.613 3.556 -3.958
C 1.052 4.005 -1.803
H 1.191 5.060 -1.665
C 0.613 3.067 -0.846
H 1.372 1.017 -4.725
C -2.014 -2.465 -0.015
H -1.632 -2.900 0.916
H -1.233 -2.506 -0.798
H -2.846 -3.077 -0.378
N -0.435 0.133 -3.650
N 1.901 -0.354 -2.987
N -1.087 -0.239 -2.471
N 1.560 -0.901 -1.764
C -1.207 -0.146 -4.710
C 2.983 -0.973 -3.490
H -0.846 0.084 -5.699
H 3.384 -0.665 -4.442
C -2.397 -0.717 -4.257
C 3.363 -1.971 -2.592
C -2.282 -0.757 -2.858
C 2.450 -1.881 -1.522
H -3.225 -1.058 -4.847
H 4.172 -2.660 -2.704
H -2.983 -1.147 -2.126
H 2.390 -2.466 -0.615
H -2.436 -1.404 0.177
O -0.450 2.430 2.496
S 0.513 1.588 3.192
O 1.764 2.162 3.618
N 0.701 0.206 2.304
C 0.346 -0.944 2.927
S 0.561 -2.403 2.134
C -0.248 -0.691 4.236
C -0.903 -1.557 5.112
C -1.485 -1.047 6.278
C -1.383 0.321 6.587
C -0.718 1.197 5.717
C -0.217 0.677 4.533
H -0.959 -2.614 4.846
H -2.024 -1.712 6.952
H -1.832 0.712 7.501
H -0.588 2.255 5.932